(1)
This record from OMol25 describes a molecular structure, C5H6O2. The level of theory is the ωB97M-V functional and the def2-TZVPD basis.

Properties
HOMO energy, eV: -10.8
ΔE to the lowest compared entry with this formula, charge and spin, kcal per mole: 125.7
Orbital gap, eV: 9.708
Total charge: 0

```
13
C5H6O2, DFT the ωB97M-V functional and the def2-TZVPD basis
O 2.490 -0.732 -0.337
O 0.346 -1.162 0.326
C -0.416 1.242 0.548
C 1.400 -0.382 0.000
C -1.961 -0.655 -0.207
C 0.733 0.913 0.205
C -0.809 -0.255 0.685
H -0.997 -0.463 1.740
H 3.054 1.603 -0.713
H -2.136 -1.731 -0.107
H -1.727 -0.430 -1.252
H 2.912 2.271 -1.008
H -2.859 -0.105 0.082
```

Atomic partial charges in e from the Löwdin method, atoms 1 to 2: 0.115, 0.039

---

(2)
This record from OMol25 describes 3 unconnected molecules or ions with the total composition C25H56B2BrCl2IN3O14P2S4. The level of theory is the ωB97M-V functional and the def2-TZVPD basis.

Properties
HOMO energy, eV: -10.7
Orbital gap, eV: 7.489
Total charge: +1

```
110
C25H56B2BrCl2IN3O14P2S4, DFT the ωB97M-V functional and the def2-TZVPD basis
I 1.325 -4.043 -1.512
Br 0.293 2.065 3.781
Cl -1.396 2.768 -2.489
Cl -3.547 1.072 -3.101
S -4.517 4.199 2.012
S 4.467 -0.351 -0.787
S 0.379 -7.777 0.200
S 1.020 -1.549 -4.227
P 0.437 0.157 -3.539
P 0.382 2.399 1.472
O -5.267 5.466 2.673
O 5.692 0.508 -1.132
O -0.763 -1.250 2.091
O 3.450 0.653 -4.097
O 0.506 -7.428 1.591
O -0.619 -7.175 -0.645
O 1.716 3.433 1.439
O -4.233 3.237 3.046
O -1.844 0.777 1.764
O 1.635 3.309 -2.985
O 4.334 2.475 -2.853
O 0.273 -9.383 0.068
O -5.197 3.831 0.799
O 5.127 -1.175 0.318
N 0.912 0.704 -2.006
N 1.919 -0.045 0.608
N 3.670 1.747 0.297
C 0.945 -3.692 1.376
C 2.212 -1.039 3.100
C 0.842 -2.620 0.150
C -2.590 0.323 2.896
C 0.583 0.691 0.591
C 1.906 -1.464 0.117
C 4.390 -1.623 -2.139
C 1.792 4.765 -3.019
C -1.422 1.508 -1.114
C -6.670 5.368 2.935
C 2.566 -0.019 1.964
C -3.011 5.029 1.592
C -3.943 0.742 -0.440
C -0.093 0.666 -0.909
C 3.010 -2.156 3.466
C 1.957 -7.594 -0.581
C 2.943 0.632 -0.355
C 2.220 1.276 -1.678
C -0.395 6.289 -3.225
C -0.738 -10.063 0.815
C 1.879 2.860 -1.599
C 0.663 5.358 -4.013
C -2.106 -9.907 0.177
C -6.951 4.539 4.174
C -2.740 0.565 -1.491
B 3.282 1.463 -2.940
B -0.618 0.021 1.506
H 2.794 -2.017 0.600
H -1.474 6.112 -3.545
H -1.773 2.164 -0.261
H -0.246 -2.395 -0.075
H 3.280 1.223 -4.876
H 2.050 -4.019 1.373
H -0.468 -0.433 -0.949
H 2.344 3.242 2.167
H 2.881 -2.665 4.484
H -3.225 5.790 0.843
H -0.465 -11.120 0.824
H 3.706 -0.205 1.951
H -8.011 4.580 4.432
H 5.224 -1.525 -2.907
H -2.470 -0.531 -1.615
H -3.363 1.139 3.145
H 4.154 2.365 -0.363
H 1.912 -8.035 -1.576
H -2.842 -10.534 0.686
H -0.472 -1.382 3.006
H 1.395 -0.786 3.841
H 1.144 6.023 -4.817
H -1.988 0.199 3.870
H 2.712 -8.086 0.030
H -0.745 -9.722 1.854
H -2.591 5.475 2.493
H 4.405 -2.701 -1.743
H 5.160 2.055 -3.175
H -6.682 3.493 4.017
H 0.931 3.148 -1.066
H 2.714 3.527 -1.243
H 1.675 5.256 -2.002
H -2.322 4.286 1.188
H -4.066 1.797 -0.047
H 0.703 -3.248 2.385
H 1.991 -1.403 -1.033
H 0.780 1.157 -4.532
H 4.470 1.425 0.877
H 3.402 -1.506 -2.693
H -3.787 -0.047 0.373
H -6.364 4.900 5.022
H 2.793 4.995 -3.509
H -3.226 -0.610 2.670
H -2.073 -10.182 -0.879
H 2.584 1.011 2.475
H 0.286 -4.587 1.113
H 3.849 -2.566 2.818
H -7.198 4.970 2.064
H -4.905 0.424 -0.983
H -0.345 6.018 -2.105
H -2.450 -8.872 0.231
H 0.120 4.499 -4.536
H -0.095 7.390 -3.305
H -7.032 6.386 3.095
H -1.012 0.116 -3.580
H 2.168 -6.526 -0.654
```

Atomic partial charges in e from the Löwdin method, atoms 1 to 2: 1.005, 0.483

---

(3)
This record from OMol25 describes 9 unconnected molecules or ions with the total composition C15H47Cl2NO9. The level of theory is the ωB97M-V functional and the def2-TZVPD basis.

Properties
Structure (SMILES): COCCNCCOC.ClCCCl.CO.CO.CO.CO.CO.CO.CO
HOMO energy, eV: -8.9
Orbital gap, eV: 9.183
Total charge: 0

```
74
C15H47Cl2NO9, DFT the ωB97M-V functional and the def2-TZVPD basis
Cl -2.554 3.427 0.649
Cl 1.108 1.751 2.033
O -1.704 -4.462 -0.544
O -4.380 -3.722 -0.030
O -0.909 5.127 -4.045
O 1.328 2.194 -1.960
O -2.285 0.328 5.056
O 3.926 -2.483 2.333
O -0.263 -2.938 1.198
O 1.317 -4.698 5.167
O 3.542 -3.754 -0.297
N 1.753 4.380 -3.635
C 2.436 3.031 -1.738
C 2.341 -3.120 -0.752
C -1.636 -5.620 -1.390
C -0.081 2.309 0.825
C -1.694 -0.090 3.857
C -4.798 -2.664 0.828
C 2.645 -1.859 2.348
C 0.718 -4.626 3.879
C 2.090 4.423 -2.221
C -0.616 -1.641 0.796
C 1.672 0.828 -1.793
C -0.947 3.382 1.464
C -2.201 5.404 -3.640
C 1.386 5.671 -4.179
C 0.016 6.166 -3.765
H -1.669 -1.184 3.779
H 1.258 4.825 -1.615
H 1.433 5.631 -5.269
H 3.302 2.683 -2.322
H 1.475 -4.663 3.094
H 0.152 -3.704 3.809
H -2.632 -4.207 -0.422
H 2.119 6.416 -3.855
H -2.636 -5.946 -1.675
H -1.225 -6.459 -0.818
H -0.599 1.458 0.404
H -5.802 -2.850 1.215
H 2.498 -1.106 1.568
H -0.656 0.242 3.832
H 2.484 -1.413 3.328
H -0.156 -0.892 1.442
H -0.514 4.371 1.367
H 2.379 0.558 -2.591
H 3.974 -3.006 1.522
H -4.597 -4.570 0.368
H -4.097 -2.503 1.648
H -2.755 6.056 -4.333
H -0.759 -3.563 0.644
H -1.163 3.195 2.512
H 0.471 2.815 0.042
H 0.964 3.748 -3.726
H 2.200 -5.065 5.092
H 2.049 -2.375 -0.010
H -4.849 -1.766 0.216
H -2.251 5.853 -2.637
H 1.866 -2.614 2.225
H 4.257 -3.552 -0.902
H -2.151 0.321 2.945
H 2.959 5.063 -2.048
H -0.356 -1.438 -0.252
H 0.787 0.217 -1.963
H -0.981 -5.410 -2.229
H 0.059 -5.488 3.727
H -2.776 4.474 -3.584
H -3.120 -0.131 5.169
H -0.247 7.073 -4.325
H -0.031 6.394 -2.691
H 2.116 0.613 -0.817
H 2.715 3.034 -0.674
H -1.702 -1.479 0.897
H 1.523 -3.829 -0.841
H 2.475 -2.573 -1.689
```

Atomic partial charges in e from the Löwdin method, atoms 1 to 2: 0.524, 0.596

---

(4)
This record from OMol25 describes C4H4N2O in the gas phase. The level of theory is the ωB97M-V functional and the def2-TZVPD basis.

Properties
Structure (SMILES): O=C=C1C=NCN1
HOMO energy, eV: -8.6
ΔE to the lowest compared entry with this formula, charge and spin, kcal per mole: 58.0
Orbital gap, eV: 8.954
Total charge: 0

```
11
C4H4N2O, DFT the ωB97M-V functional and the def2-TZVPD basis
O 1.953 -1.621 -1.407
N -0.400 0.857 -0.727
N -0.796 0.044 1.401
C 0.984 -1.102 -1.018
C -0.208 -0.572 -0.721
C -0.109 1.122 0.679
C -0.794 -0.945 0.597
H -1.142 -1.938 0.866
H 0.190 1.362 -1.379
H -0.412 2.116 1.009
H 0.977 0.946 0.856
```

Atomic partial charges in e from the Löwdin method, atoms 1 to 2: 0.187, 0.001

---

(5)
This record from OMol25 describes a molecular structure, C22H33NO8S2. The level of theory is the ωB97M-V functional and the def2-TZVPD basis.

Properties
HOMO energy, eV: -8.0
ΔE to the lowest compared entry with this formula, charge and spin, kcal per mole: 559.2
Orbital gap, eV: 8.292
Total charge: 0

```
66
C22H33NO8S2, DFT the ωB97M-V functional and the def2-TZVPD basis
S 0.872 -0.248 -0.021
S -1.593 1.257 -0.278
O -4.393 -0.591 1.117
O 1.358 0.898 0.415
O 1.289 -2.888 2.152
O -2.912 1.243 -1.188
O 1.659 -0.660 2.815
O 1.650 -1.198 -0.753
O -2.814 -1.603 -0.296
O -1.146 2.698 0.293
N 1.725 1.307 -4.093
C -1.415 -0.211 5.789
C -3.745 -1.744 -2.267
C -1.122 0.096 4.411
C -0.896 -0.148 1.907
C -2.260 -1.578 5.797
C 3.982 -1.271 2.649
C 1.339 2.466 -5.048
C 3.515 2.132 -2.465
C -1.752 -1.786 3.528
C -0.259 0.275 -1.132
C -3.241 -0.617 0.696
C -1.407 -0.597 3.367
C 1.006 3.662 -4.539
C 2.963 -1.494 3.468
C 0.164 1.005 -2.336
C -2.191 -2.323 4.669
C -3.601 -2.388 -0.795
C 3.286 1.258 -3.732
C 1.122 0.523 -3.392
C -2.143 0.253 1.137
C 1.072 -1.576 2.080
C -0.095 -1.181 1.165
H -4.111 -0.722 -2.310
H 4.523 2.125 -2.208
H -0.890 -0.543 -1.698
H 2.563 -2.213 3.937
H 1.647 -0.169 -2.715
H 0.067 1.834 -5.235
H 3.837 -1.817 1.724
H 0.650 3.594 -3.634
H 3.557 0.447 -3.593
H -0.665 1.318 4.324
H 2.000 3.967 -4.155
H -2.728 1.035 1.791
H 1.836 2.318 -6.040
H 0.491 4.265 -5.133
H 0.833 1.919 -1.784
H 2.993 -0.603 4.346
H -0.689 -1.998 0.662
H 3.599 2.019 -4.460
H 2.970 2.956 -2.326
H 3.038 1.260 -1.432
H -2.720 -3.328 4.979
H -4.544 -2.402 -0.364
H -3.047 -3.407 -0.757
H 4.709 -1.476 3.076
H -2.098 -2.324 2.678
H -0.669 1.967 -2.683
H -1.471 0.428 6.588
H -2.886 -1.884 -2.887
H -4.495 -2.212 -2.946
H -2.421 -1.730 6.836
H 4.232 -0.290 2.210
H 0.216 -0.185 -4.079
H -0.346 0.881 2.169
```

Atomic partial charges in e from the Löwdin method, atoms 1 to 2: 0.533, 0.954

---

Number 1: F_max 0.0138 Eh/bohr. Number 2: F_max 0.1970 Eh/bohr. Number 3: F_max 0.0266 Eh/bohr. Number 4: F_max 0.0190 Eh/bohr. Number 5: F_max 0.3839 Eh/bohr.